The following is a DFT calculation (ωB97M-V/def2-TZVPD) of a molecular structure, C25H49CoIN2PS.

Element x y z (Å)
Co  -1.73  0.42  0.31
C  -3.52  2.47  0.64
C  -2.00  2.36  0.70
N  -1.91  0.59  -1.50
C  -2.12  -0.57  -2.37
C  -3.60  -0.97  -2.48
S  -4.43  -1.21  -0.86
C  -5.41  0.33  -0.76
C  -5.47  0.91  0.65
N  -4.12  1.22  1.14
H  -3.84  2.62  -0.39
H  -3.86  3.33  1.21
H  -1.57  2.52  1.69
H  -1.47  2.95  -0.04
H  -2.02  1.48  -1.97
H  -1.58  -1.43  -1.98
H  -1.73  -0.35  -3.37
H  -3.68  -1.91  -3.01
H  -4.17  -0.21  -3.02
H  -6.41  0.07  -1.10
H  -4.98  1.04  -1.46
H  -5.94  0.20  1.33
H  -6.11  1.79  0.62
H  -4.14  1.24  2.15
I  -3.08  -1.82  2.10
C  -1.69  -0.27  2.21
H  -0.75  -0.74  2.47
H  -2.02  0.42  2.97
C  3.03  0.49  3.81
C  2.04  -0.68  3.78
C  1.79  -1.12  2.32
C  1.75  0.09  1.35
C  1.33  1.37  2.12
C  2.42  1.74  3.14
P  0.69  -0.13  -0.12
C  1.38  0.90  -1.48
C  0.99  2.39  -1.41
C  1.73  3.16  -2.49
C  3.25  3.17  -2.22
C  3.68  2.00  -1.31
C  2.92  0.72  -1.67
C  0.80  -1.85  -0.77
C  -0.24  -2.78  -0.12
C  -0.39  -4.07  -0.95
C  0.99  -4.62  -1.40
C  2.14  -4.02  -0.58
C  2.21  -2.50  -0.77
H  3.95  0.19  3.31
H  3.31  0.71  4.84
H  1.10  -0.38  4.26
H  2.42  -1.53  4.35
H  0.87  -1.71  2.28
H  2.59  -1.80  2.02
H  2.75  0.26  0.95
H  0.38  1.17  2.64
H  1.14  2.20  1.45
H  1.99  2.41  3.89
H  3.20  2.31  2.63
H  0.87  0.48  -2.35
H  1.24  2.82  -0.43
H  -0.10  2.49  -1.53
H  1.35  4.18  -2.55
H  1.52  2.70  -3.46
H  3.55  4.11  -1.75
H  3.80  3.11  -3.16
H  3.51  2.25  -0.26
H  4.75  1.82  -1.41
H  3.30  -0.12  -1.09
H  3.11  0.47  -2.71
H  0.49  -1.72  -1.81
H  -1.21  -2.29  -0.03
H  0.08  -3.03  0.90
H  -1.00  -3.85  -1.83
H  -0.93  -4.81  -0.37
H  1.16  -4.40  -2.45
H  1.00  -5.71  -1.31
H  3.09  -4.46  -0.88
H  2.00  -4.26  0.48
H  2.69  -2.29  -1.73
H  2.85  -2.07  0.00

Properties
total charge: +2
highest occupied orbital energy (spin up / spin down): -14.0 / -15.1 eV
E: -95533.68465 eV
expectation value of S²: 6.09
2S+1: 5
Kohn-Sham gap (spin up / spin down): 6.5 / 5.5 eV
relative energy (zero: lowest compared OMol25 entry of this formula, charge and spin): 4.216 eV

***

The following is a DFT calculation (ωB97M-V/def2-TZVPD) of 2 unconnected molecules or ions with the total composition C3H9NS at a distorted geometry.

Element x y z (Å)
C  2.22  -1.86  0.19
N  2.04  -0.63  -0.11
S  1.07  0.44  0.70
C  1.15  1.68  -0.61
H  2.95  -2.52  -0.30
H  1.61  -2.46  0.94
H  0.05  1.97  -0.56
H  1.17  1.26  -1.62
H  1.74  2.53  -0.39
C  -2.82  -0.10  0.34
H  -2.58  0.98  0.36
H  -2.02  -0.59  0.93
H  -2.82  -0.42  -0.68
H  -3.76  -0.28  0.80

Properties
highest occupied orbital energy: -8.5 eV
E: -15580.55685 eV
SMILES: C=NSC.C
Kohn-Sham gap: 9.4 eV
relative energy (zero: lowest compared OMol25 entry of this formula, charge and spin): 1.774 eV

***

The following is a DFT calculation (ωB97M-V/def2-TZVPD) of a molecular structure, C21H57N11O12Zn at a distorted geometry.

Element x y z (Å)
Zn  -0.53  -0.17  1.65
C  -0.34  -1.04  -0.74
O  0.16  -1.63  -1.73
O  -0.16  0.16  -0.32
O  -0.72  -1.72  0.29
C  3.14  -3.33  -0.39
O  4.11  -3.94  0.07
N  1.92  -3.86  -0.66
N  3.26  -2.09  -0.86
H  1.25  -3.11  -0.75
H  1.68  -4.82  -0.50
H  4.01  -1.51  -0.54
H  2.43  -1.69  -1.30
C  -2.62  -4.25  -2.92
O  -3.69  -4.81  -3.18
N  -1.69  -3.96  -3.84
N  -2.25  -3.85  -1.67
H  -0.87  -3.40  -3.66
H  -1.88  -4.32  -4.76
H  -2.80  -4.04  -0.86
H  -1.54  -3.13  -1.67
C  2.26  2.51  -1.73
O  2.92  3.55  -1.70
N  2.67  1.29  -1.37
N  0.99  2.46  -2.08
H  1.99  0.54  -1.37
H  3.66  1.13  -1.33
H  0.67  3.33  -2.46
H  0.51  1.58  -1.98
C  -2.68  2.35  -2.16
O  -2.52  3.19  -1.29
N  -2.07  1.13  -2.27
N  -3.52  2.56  -3.21
H  -1.38  1.06  -1.52
H  -2.19  0.48  -3.02
H  -4.11  3.37  -3.27
H  -3.55  1.80  -3.87
C  2.73  -0.10  2.01
O  1.40  -0.60  2.17
C  1.37  -1.76  3.05
C  -0.11  -2.20  3.21
N  -1.07  -1.10  3.48
C  -2.41  -1.67  3.55
C  -3.45  -0.76  4.20
O  -2.94  -0.30  5.43
C  -2.97  -1.12  6.59
H  3.16  0.10  3.00
H  2.77  0.77  1.37
H  3.30  -0.90  1.53
H  1.54  -1.47  4.09
H  2.03  -2.57  2.76
H  -0.06  -2.80  4.12
H  -0.32  -2.88  2.38
H  -0.88  -0.65  4.37
H  -2.37  -2.63  4.07
H  -2.70  -2.01  2.55
H  -4.45  -1.16  4.42
H  -3.72  0.09  3.57
H  -3.87  -1.73  6.73
H  -2.90  -0.43  7.43
H  -2.08  -1.74  6.69
C  2.08  4.82  3.88
O  1.69  3.69  3.09
C  0.70  3.95  2.12
C  0.28  2.61  1.57
N  -0.31  1.69  2.57
C  -1.64  2.18  3.02
C  -2.67  1.90  1.94
O  -2.47  0.64  1.31
C  -3.69  0.27  0.64
H  2.57  4.44  4.77
H  1.26  5.40  4.30
H  2.65  5.54  3.29
H  1.09  4.61  1.33
H  -0.21  4.48  2.45
H  1.15  2.20  1.06
H  -0.40  2.65  0.71
H  0.35  1.74  3.34
H  -1.71  3.20  3.37
H  -2.05  1.49  3.77
H  -2.59  2.57  1.07
H  -3.62  2.16  2.41
H  -3.49  -0.66  0.12
H  -3.95  1.14  0.04
H  -4.42  -0.01  1.41
C  3.77  -1.62  -5.16
C  2.55  -1.22  -4.40
C  1.82  0.04  -4.96
O  2.71  1.14  -5.12
C  2.01  2.25  -5.55
N  1.67  -2.36  -4.20
H  3.55  -1.93  -6.18
H  4.22  -2.45  -4.63
H  4.42  -0.75  -5.31
H  2.90  -0.90  -3.41
H  1.18  0.37  -4.12
H  1.21  -0.21  -5.83
H  2.13  2.40  -6.63
H  2.49  3.19  -5.27
H  0.93  2.36  -5.40
H  2.24  -3.09  -3.77
H  1.09  -2.12  -3.40

Properties
highest occupied orbital energy: -8.7 eV
E: -112082.65785 eV
Kohn-Sham gap: 8.4 eV